{"formula": "C4H7ClN2", "method": "the ωB97M-V functional and the def2-TZVPD basis", "elements": ["C", "C", "C", "N", "C", "N", "H", "H", "H", "H", "H", "H", "Cl", "H"], "positions_angstrom": [[1.89, -0.75, 0.51], [0.46, -0.59, 0.23], [-0.11, 0.27, -0.54], [-1.53, 0.37, -0.63], [-2.54, 0.19, 0.01], [-3.63, -0.27, 0.31], [1.96, -1.16, 1.50], [2.38, 0.25, 0.26], [2.37, -1.38, -0.18], [-0.28, -1.20, 0.76], [0.23, 1.09, -1.30], [-4.57, 0.15, 0.47], [-1.62, 3.98, -1.03], [-2.04, 2.93, -0.55]], "smiles": "C/C=C/N=C=N.Cl", "charge": 0}


{"formula": "C4H7ClN2", "method": "the ωB97M-V functional and the def2-TZVPD basis", "elements": ["C", "N", "N", "C", "C", "C", "Cl", "H", "H", "H", "H", "H", "H", "H"], "positions_angstrom": [[0.33, 3.08, -0.86], [0.39, 1.80, -0.90], [0.64, 1.32, 0.55], [1.29, 0.05, 0.43], [-0.14, 0.06, 0.67], [-0.95, -0.77, -0.29], [-0.69, -2.46, 0.24], [0.15, 3.41, -1.91], [0.56, 3.70, -0.09], [2.15, -0.02, 1.04], [1.67, -0.21, -0.56], [-0.45, -0.01, 1.80], [-0.67, -0.76, -1.33], [-2.04, -0.70, -0.29]], "smiles": "C=NN1C[C@@H]1CCl", "charge": 0}


{"formula": "C4H7ClN2", "method": "the ωB97M-V functional and the def2-TZVPD basis", "elements": ["C", "C", "Cl", "C", "N", "N", "C", "H", "H", "H", "H", "H", "H", "H"], "positions_angstrom": [[-0.91, 1.39, 0.04], [-0.50, -0.12, 0.09], [-1.96, -1.09, 0.01], [0.43, -0.51, 1.20], [1.71, -1.02, 0.71], [1.74, -1.02, -0.51], [0.60, -0.55, -1.19], [-1.99, 1.37, 0.19], [-0.57, 1.55, -1.04], [-0.28, 2.07, 0.64], [0.52, 0.37, 1.93], [0.06, -1.42, 1.83], [0.26, -1.30, -1.95], [0.90, 0.29, -1.95]], "smiles": "CC1(Cl)CN=NC1", "charge": 0}


{"formula": "C4H7ClN2", "method": "the ωB97M-V functional and the def2-TZVPD basis", "elements": ["C", "N", "N", "C", "C", "C", "Cl", "H", "H", "H", "H", "H", "H", "H"], "positions_angstrom": [[-3.08, -0.73, 0.00], [-1.86, -0.61, -0.29], [-1.34, 0.58, 0.38], [-0.52, 1.43, -0.48], [0.13, 0.59, 0.54], [0.87, -0.65, 0.06], [2.62, -0.24, -0.07], [-3.65, -1.49, -0.48], [-3.57, -0.10, 0.70], [-0.76, 2.50, -0.24], [-0.40, 1.16, -1.54], [0.49, 1.00, 1.46], [0.55, -0.99, -0.90], [0.75, -1.52, 0.84]], "smiles": "C=NN1C[C@@H]1CCl", "charge": 0}


{"formula": "C4H7ClN2O", "method": "the ωB97M-V functional and the def2-TZVPD basis", "elements": ["C", "N", "C", "C", "Cl", "C", "N", "O", "H", "H", "H", "H", "H", "H", "H"], "positions_angstrom": [[-1.92, 0.64, 1.28], [-0.53, 0.49, 1.89], [0.40, 0.36, 1.06], [0.62, 0.79, -0.45], [0.23, 2.45, -0.70], [0.99, 0.07, -1.44], [1.46, -1.33, -1.49], [0.61, -2.09, -0.49], [-1.98, -0.09, 0.20], [-2.64, 0.12, 1.99], [-2.17, 1.89, 1.06], [1.23, 0.08, 1.54], [1.20, 0.55, -2.37], [1.30, -1.75, -2.44], [1.20, -2.18, 0.34]], "smiles": "C/N=C\\C(Cl)=C/NO", "charge": 0}


{"formula": "C4H7ClNO2", "method": "the ωB97M-V functional and the def2-TZVPD basis", "elements": ["C", "N", "C", "O", "C", "Cl", "O", "C", "H", "H", "H", "H", "H", "H", "H"], "positions_angstrom": [[3.66, -0.01, -0.54], [2.32, -0.35, -0.19], [1.22, -0.15, 0.20], [0.06, 0.02, 0.61], [-0.48, 1.28, 1.72], [0.06, 2.77, 1.12], [-1.77, 1.11, 1.71], [-2.27, -0.17, 2.18], [3.79, -0.40, -1.56], [3.80, 1.08, -0.53], [4.42, -0.58, -0.09], [0.25, 0.91, 2.57], [-2.92, -0.64, 1.47], [-1.46, -0.77, 2.50], [-2.72, 0.17, 3.12]], "smiles": "C[N+]#CO[C@@H](Cl)OC", "charge": 1}


{"formula": "C4H7ClO", "method": "the ωB97M-V functional and the def2-TZVPD basis", "elements": ["C", "C", "Cl", "C", "C", "O", "H", "H", "H", "H", "H", "H", "H"], "positions_angstrom": [[-0.24, -1.00, -2.01], [-0.11, -0.54, -0.81], [-1.34, 0.58, -0.35], [0.89, -0.93, 0.29], [1.44, 0.20, 1.04], [0.68, 0.98, 1.90], [-1.31, -0.96, -2.40], [0.51, -1.57, -2.51], [1.80, -1.41, -0.18], [0.57, -1.69, 0.93], [2.27, -0.13, 1.69], [1.94, 0.90, 0.32], [-0.28, 0.71, 1.74]], "smiles": "C=C(Cl)CCO", "charge": 0}


{"formula": "C4H7ClO", "method": "the ωB97M-V functional and the def2-TZVPD basis", "elements": ["O", "C", "C", "Cl", "C", "C", "H", "H", "H", "H", "H", "H", "H"], "positions_angstrom": [[-0.18, 1.51, -0.40], [-0.09, 0.11, -0.34], [1.12, -0.52, -0.79], [2.61, 0.16, 0.22], [-1.47, -0.46, -0.10], [-0.52, -0.07, 1.14], [0.58, 1.86, 0.34], [1.07, -0.21, -1.96], [1.36, -1.60, -0.66], [-1.67, -1.37, -0.38], [-1.94, 0.53, -0.66], [-0.59, 0.94, 1.71], [-0.27, -0.87, 1.86]], "smiles": "OC1(CCl)CC1", "charge": 0}


{"formula": "C4H7ClO", "method": "the ωB97M-V functional and the def2-TZVPD basis", "elements": ["C", "C", "C", "C", "O", "Cl", "H", "H", "H", "H", "H", "H", "H"], "positions_angstrom": [[0.42, -0.60, 1.76], [-0.26, -0.29, 0.65], [-1.64, 0.04, 0.16], [1.54, 0.27, -1.36], [-1.63, 1.20, -0.60], [2.97, 0.13, -0.49], [1.51, -0.80, 1.83], [-0.02, -0.90, 2.77], [-2.17, 0.11, 1.12], [-2.02, -0.81, -0.34], [1.31, -0.62, -2.04], [1.48, 1.20, -1.93], [-1.49, 1.09, -1.54]], "spin_multiplicity": 3, "charge": 0}


{"formula": "C4H7ClO2", "method": "the ωB97M-V functional and the def2-TZVPD basis", "elements": ["C", "C", "C", "C", "O", "O", "Cl", "H", "H", "H", "H", "H", "H", "H"], "positions_angstrom": [[0.88, -0.82, 1.88], [1.13, -0.11, -0.78], [-1.62, 1.16, -0.51], [0.04, -0.43, 0.16], [1.99, -1.19, 1.80], [-0.85, 0.51, 0.49], [-0.79, -2.12, -0.12], [0.00, -0.93, 2.57], [0.92, 0.36, -1.80], [1.68, -1.08, -0.95], [2.05, 0.55, -0.46], [-1.63, 2.25, -0.29], [-2.69, 0.85, -0.50], [-1.11, 1.00, -1.48]], "spin_multiplicity": 3, "charge": 0}


{"formula": "C4H7ClO2Si", "method": "the ωB97M-V functional and the def2-TZVPD basis", "elements": ["C", "O", "Si", "C", "C", "Cl", "O", "C", "H", "H", "H", "H", "H", "H", "H"], "positions_angstrom": [[-2.69, 0.34, 0.07], [-1.59, -0.06, 0.81], [-0.18, -0.51, 0.20], [0.27, 0.60, -1.48], [0.86, 0.86, -2.49], [1.41, 1.41, -3.93], [0.89, -0.24, 1.31], [2.23, -0.40, 1.45], [-2.42, 0.28, -0.98], [-2.99, 1.41, 0.36], [-3.52, -0.35, 0.24], [-0.06, -1.88, 0.05], [2.59, -0.43, 2.46], [2.62, 0.46, 0.89], [2.59, -1.49, 1.03]], "smiles": "CO[SiH](C#CCl)OC", "charge": 0}


{"formula": "C4H7ClO3S", "method": "the ωB97M-V functional and the def2-TZVPD basis", "elements": ["C", "C", "O", "C", "Cl", "S", "C", "O", "O", "H", "H", "H", "H", "H", "H", "H"], "positions_angstrom": [[-0.91, 1.88, 0.78], [-0.91, 0.92, -0.38], [-1.75, 0.26, -0.93], [0.56, 0.61, -0.80], [1.72, 1.86, -0.26], [1.19, -0.97, 0.14], [-0.14, -2.25, -0.26], [1.04, -0.74, 1.55], [2.49, -1.15, -0.41], [-1.17, 2.80, 0.48], [0.02, 1.80, 1.36], [-1.82, 1.74, 1.45], [0.76, 0.46, -1.80], [-0.02, -2.46, -1.35], [0.03, -3.09, 0.36], [-1.09, -1.66, 0.08]], "smiles": "CC(=O)[C@@H](Cl)S(C)(=O)=O", "charge": 0}


Strongest force on any atom in eV/Å, matching the order above: 5.5, 6.2, 3.9, 2.7, 5.0, 3.4, 3.7, 9.9, 3.2, 5.3, 3.7, 4.6
Electronic energy in eV, matching the order above: -19761.9748, -19760.5696, -19761.7149, -19761.4477, -21806.4321, -22359.4846, -18829.8043, -18827.5027, -18825.2961, -20873.2226, -28755.2183, -33759.6825
Energy relative to the best compared isomer or geometry (same formula, charge and spin) in eV, matching the order above: 2.758, 4.163, 3.018, 3.285, 5.207, 0.484, 1.724, 4.026, 0.206, 1.299, 0.384, 1.901